ORCA calculation (the ωB97M-V functional and the def2-TZVPD basis) on a structure of composition C33H32BNO9PS3Tc at a distorted geometry.

Results
Energy above the lowest of the compared OMol25 structures with the same formula, charge and spin (kcal/mol): 16.1
HOMO-LUMO gap (alpha / beta) (Ha): 0.244 / 0.230
Spin multiplicity: 2
Net charge: -1
LUMO (alpha / beta) (eV): 2.405 / 2.402
DFT total energy (eV): -99335.5295

Positions of all 81 atoms, in Å:
1 Tc -0.4201 0.9102 0.1072
2 S -3.4498 1.6127 -3.1921
3 C -2.9338 3.1670 -2.6690
4 C -2.0274 3.1128 -1.6573
5 C -1.6784 1.7782 -1.2596
6 C -2.4014 0.8749 -2.0188
7 C -2.1799 -0.5235 -1.8218
8 C -2.8166 -1.5739 -2.4911
9 C -2.4554 -2.8722 -2.2141
10 C -1.4661 -3.1169 -1.2633
11 C -0.8845 -2.0449 -0.6226
12 N -1.2221 -0.7769 -0.8898
13 H -3.3493 4.0488 -3.1320
14 H -1.6190 3.9992 -1.1921
15 H -3.5799 -1.3457 -3.2233
16 H -2.9351 -3.6933 -2.7322
17 H -1.1481 -4.1205 -1.0187
18 H -0.1239 -2.1705 0.1366
19 O -2.2840 3.5291 1.8523
20 S -1.2421 2.6623 2.2992
21 O -0.9140 2.6497 3.6830
22 O -0.0616 2.6298 1.3860
23 O -1.8110 1.1187 1.8975
24 O 2.4573 -1.7187 2.4322
25 S 2.0227 -0.3900 2.0565
26 O 2.0806 0.6160 3.0844
27 O 0.6978 -0.4651 1.3996
28 C 3.2326 0.1389 0.8247
29 C 4.5366 -0.0283 1.2948
30 C 5.6261 0.3220 0.5246
31 C 5.4262 0.8461 -0.7461
32 C 4.1387 1.0154 -1.2143
33 C 3.0152 0.6764 -0.4482
34 P 1.3623 0.9524 -1.2355
35 C 1.6731 2.5259 -2.1354
36 C 1.4660 3.6899 -1.3949
37 C 1.6628 4.9345 -1.9716
38 C 2.0492 5.0346 -3.3021
39 C 2.2461 3.8827 -4.0485
40 C 2.0642 2.6348 -3.4658
41 C 1.4051 -0.3008 -2.5718
42 C 0.4534 -0.2029 -3.5897
43 C 0.3397 -1.1969 -4.5473
44 C 1.1671 -2.3125 -4.4960
45 C 2.1048 -2.4254 -3.4819
46 C 2.2224 -1.4263 -2.5233
47 H 4.6754 -0.4480 2.2819
48 H 6.6279 0.1862 0.9126
49 H 6.2682 1.1242 -1.3674
50 H 3.9920 1.4273 -2.2042
51 H 1.1317 3.6152 -0.3659
52 H 1.4992 5.8285 -1.3830
53 H 2.1897 6.0076 -3.7565
54 H 2.5412 3.9516 -5.0885
55 H 2.2231 1.7425 -4.0596
56 H -0.2129 0.6531 -3.6188
57 H -0.4077 -1.1067 -5.3260
58 H 1.0725 -3.0940 -5.2398
59 H 2.7464 -3.2962 -3.4281
60 H 2.9530 -1.5312 -1.7308
61 C -1.8711 -3.4444 2.9212
62 C -2.5285 -2.1082 3.2109
63 C -4.0458 -2.2442 3.2155
64 O -2.1956 -1.1993 2.1406
65 B -1.9980 0.0303 2.7187
66 O -2.0601 0.0236 4.0807
67 C -1.9737 -1.3685 4.4719
68 C -0.5047 -1.6641 4.7362
69 C -2.7922 -1.5627 5.7337
70 H -2.3082 -3.8713 2.0172
71 H -2.0334 -4.1419 3.7462
72 H -0.8006 -3.3261 2.7640
73 H -4.3666 -2.5851 2.2308
74 H -4.5225 -1.2840 3.4159
75 H -4.3810 -2.9654 3.9626
76 H 0.0960 -1.5574 3.8340
77 H -0.3677 -2.6738 5.1279
78 H -0.1314 -0.9479 5.4677
79 H -3.8120 -1.2035 5.6093
80 H -2.3297 -1.0053 6.5481
81 H -2.8194 -2.6185 6.0125

Cartesian forces, eV/Å:
Tc -1.05 -0.67 0.28
S 0.10 -0.13 0.11
C 0.02 0.18 0.06
C -0.08 0.00 -0.17
C 0.08 0.28 -0.08
C -0.06 0.19 -0.04
C 0.11 -0.38 0.11
C -0.01 0.09 0.00
C 0.01 -0.04 0.01
C 0.00 -0.02 -0.02
C -0.08 -0.03 -0.08
N 0.06 0.25 0.19
H -0.03 0.00 -0.02
H 0.01 0.01 0.02
H -0.02 -0.01 -0.01
H 0.00 -0.01 0.00
H -0.01 -0.02 -0.01
H 0.00 0.01 0.02
O -0.24 0.06 0.02
S 0.97 0.18 -0.49
O -0.10 -0.01 0.16
O -0.44 0.28 0.64
O -0.09 -0.02 -0.18
O 0.05 -0.06 0.00
S 0.11 0.15 0.25
O 0.11 -0.02 0.01
O -0.02 0.04 -0.24
C -0.10 0.02 -0.09
C 0.04 0.01 0.01
C 0.00 0.00 0.00
C -0.02 -0.01 0.02
C -0.05 0.01 -0.01
C -0.01 -0.08 0.14
P 0.99 -0.04 -0.84
C -0.23 0.09 0.18
C -0.02 0.00 0.06
C 0.01 0.02 -0.04
C -0.01 -0.01 0.04
C 0.01 -0.01 0.03
C 0.00 -0.12 -0.04
C 0.05 -0.05 -0.05
C 0.00 0.02 -0.01
C 0.00 0.00 0.01
C -0.01 0.00 0.00
C -0.01 -0.01 -0.01
C 0.00 0.02 0.01
H 0.00 0.00 0.00
H 0.00 0.00 0.00
H 0.00 0.00 0.00
H 0.01 0.00 -0.01
H -0.01 -0.01 0.02
H 0.00 -0.01 0.00
H 0.00 0.00 0.00
H 0.00 -0.01 0.01
H -0.01 0.00 0.01
H 0.01 0.00 0.00
H 0.00 0.00 0.00
H 0.00 0.00 0.00
H 0.00 0.00 0.00
H 0.00 0.00 0.01
C 0.00 0.01 0.01
C 0.00 -0.01 -0.03
C 0.00 -0.01 0.01
O -0.01 0.02 0.04
B -0.03 -0.17 0.05
O 0.00 0.01 0.00
C -0.01 0.01 0.00
C 0.01 0.00 0.00
C 0.00 0.00 0.00
H 0.00 0.00 -0.01
H -0.01 0.00 0.01
H 0.00 0.00 -0.01
H 0.00 0.00 -0.01
H 0.00 0.01 0.00
H 0.00 0.00 0.00
H 0.00 0.00 0.00
H -0.01 0.00 0.00
H 0.00 0.01 0.00
H 0.00 0.00 0.00
H 0.00 0.00 0.00
H 0.00 -0.01 -0.01

Atomic charges from the Löwdin analysis, expressed in e, are listed below: number 1, Tc, carries 1.08; number 2, S, carries 0.97; number 3, C, carries -0.44; number 4, C, carries -0.19; number 5, C, carries -0.30; number 6, C, carries -0.55; number 7, C, carries -0.30; number 8, C, carries -0.04; number 9, C, carries -0.08; number 10, C, carries -0.07; number 11, C, carries -0.12; number 12, N, carries -0.03; number 13, H, carries 0.05; number 14, H, carries 0.10; number 15, H, carries 0.10; number 16, H, carries 0.10; number 17, H, carries 0.10; number 18, H, carries 0.11; number 19, O, carries -0.27; number 20, S, carries 0.48; number 21, O, carries -0.23; number 22, O, carries -0.43; number 23, O, carries -0.09; number 24, O, carries -0.32; number 25, S, carries 0.45; number 26, O, carries -0.28; number 27, O, carries -0.46; number 28, C, carries -0.23; number 29, C, carries -0.07; number 30, C, carries -0.08; number 31, C, carries -0.08; number 32, C, carries -0.09; number 33, C, carries -0.28; number 34, P, carries 0.98; number 35, C, carries -0.33; number 36, C, carries -0.08; number 37, C, carries -0.08; number 38, C, carries -0.10; number 39, C, carries -0.09; number 40, C, carries -0.10; number 41, C, carries -0.33; number 42, C, carries -0.11; number 43, C, carries -0.08; number 44, C, carries -0.10; number 45, C, carries -0.09; number 46, C, carries -0.07; number 47, H, carries 0.11; number 48, H, carries 0.10; number 49, H, carries 0.10; number 50, H, carries 0.10; number 51, H, carries 0.09; number 52, H, carries 0.10; number 53, H, carries 0.10; number 54, H, carries 0.10; number 55, H, carries 0.10; number 56, H, carries 0.11; number 57, H, carries 0.10; number 58, H, carries 0.10; number 59, H, carries 0.10; number 60, H, carries 0.11; number 61, C, carries 0.00; number 62, C, carries -0.45; number 63, C, carries -0.01; number 64, O, carries 0.15; number 65, B, carries -0.85; number 66, O, carries 0.18; number 67, C, carries -0.45; number 68, C, carries 0.01; number 69, C, carries -0.01; number 70, H, carries 0.09; number 71, H, carries 0.09; number 72, H, carries 0.09; number 73, H, carries 0.09; number 74, H, carries 0.10; number 75, H, carries 0.09; number 76, H, carries 0.07; number 77, H, carries 0.10; number 78, H, carries 0.11; number 79, H, carries 0.08; number 80, H, carries 0.09; number 81, H, carries 0.09